Record 1
This record from the Open Molecules 2025 dataset describes a cluster of 2 separate species, C4H13N2O in total. The level of theory is ωB97M-V/def2-TZVPD.

```
! wB97M-V def2-TZVPD RIJCOSX def2/J DEFGRID3
* xyz 2 2
C 0.70239 0.26390 -2.61646
C -0.74655 0.25381 -2.17341
H 1.05861 -0.74028 -2.84984
H 0.78071 0.87942 -3.51363
H 0.32292 -2.56296 2.71353
H -0.99393 1.31901 -1.90704
O -1.54839 -0.10573 -3.23937
H 1.33184 0.71663 -1.85809
H -2.45792 -0.33376 -2.92204
N 0.98294 1.39667 1.20404
C -0.17259 -1.63101 2.97374
N 0.66412 -0.51222 2.49882
C 0.25882 0.39260 1.66343
H -1.14112 -1.58938 2.48849
H 1.53361 -0.36967 3.00179
H -0.28394 -1.56549 4.05382
H 0.65677 1.93706 0.42379
H -0.74468 0.27462 1.27330
H -1.02641 -0.37242 -1.31298
H 1.95520 1.50377 1.46555
*
```

Values from the calculation:
Frontier orbital gap (spin up / spin down)   0.4206 / 0.1868 Eh
ΔE to the lowest compared entry with this formula, charge and spin   231.9 kJ/mol
⟨S²⟩   0.75
Highest occupied orbital energy (spin up / spin down)   -18.49 / -18.49 eV


Record 2
This record from the Open Molecules 2025 dataset describes a cluster of 2 separate species, C4H13N2O2 in total. The level of theory is ωB97M-V/def2-TZVPD.

```
! wB97M-V def2-TZVPD RIJCOSX def2/J DEFGRID3
* xyz -1 1
O 2.71696 -0.19533 -1.18685
H 2.03935 -0.81969 -1.61231
C 2.44724 -0.38280 0.17424
N -2.97026 0.70091 -0.23350
H 0.55382 -0.89356 -0.20387
H 2.72211 -1.36924 0.53143
H 0.17118 1.34478 -0.42281
H -2.39228 -0.79557 1.08069
H 1.05436 -2.34251 -2.50471
C 0.39618 0.95132 0.57875
H -2.55766 1.24533 -0.98152
C -0.98027 0.82973 1.24810
O 0.75591 -1.66877 -1.89877
H 2.97628 0.37780 0.75864
H -1.37449 -0.61054 -0.36368
N 1.03277 -0.33298 0.49870
H -0.79118 0.49289 2.26887
H -3.57287 0.01304 -0.65081
C -1.88783 -0.07949 0.43448
H 1.03662 1.70986 1.03512
H -1.37594 1.82482 1.44981
*
```

Values from the calculation:
Frontier orbital gap   0.2937 Eh
ΔE to the lowest compared entry with this formula, charge and spin   62.7 kJ/mol
Highest occupied orbital energy   -3.96 eV


Record 3
This record from the Open Molecules 2025 dataset describes a cluster of 2 separate species, C4H13N2O2 in total. The level of theory is ωB97M-V/def2-TZVPD.

```
! wB97M-V def2-TZVPD RIJCOSX def2/J DEFGRID3
* xyz -1 1
H 1.40792 1.39331 0.16506
H -0.90064 -1.66362 0.76221
H -0.45768 0.91066 -0.08236
H 0.26805 -3.57987 0.49386
H 0.95103 -0.76590 2.79490
N -0.71965 1.61986 -0.76517
C 0.52327 2.01484 -1.40599
O 1.00326 0.04838 0.91424
C 0.73767 -2.78868 1.08283
H 0.80701 1.26959 -2.18036
C 0.31372 -0.54365 1.90854
N -0.28861 -1.84839 1.54941
C -1.72258 1.16807 -1.69608
H -2.23356 2.02131 -2.16167
H -0.54075 0.06840 2.26435
H -1.31478 0.53714 -2.50382
H 0.39278 2.97028 -1.92336
H 1.20514 -3.27830 1.94353
H 1.49694 -2.28111 0.48816
H -2.47316 0.57226 -1.17453
O 1.54461 2.15541 -0.47374
*
```

Values from the calculation:
Frontier orbital gap   0.2819 Eh
ΔE to the lowest compared entry with this formula, charge and spin   75.7 kJ/mol
Highest occupied orbital energy   -3.67 eV


Record 4
This record from the Open Molecules 2025 dataset describes a cluster of 2 separate species, C4H13N2O2 in total. The level of theory is ωB97M-V/def2-TZVPD.

```
! wB97M-V def2-TZVPD RIJCOSX def2/J DEFGRID3
* xyz 1 1
H -0.96143 -2.82185 1.08140
H 0.03993 -1.35672 -1.54077
N 0.51647 -0.70372 -0.92783
H 0.81562 0.56404 1.37431
C -0.18498 0.76986 1.02151
H -1.23994 -2.79867 2.61748
H 2.23477 0.31551 -0.69453
H 0.08609 1.37451 -2.40630
C 1.61140 0.07845 -1.55739
O -1.39373 -2.33691 1.78602
H -0.77963 -0.01394 2.82375
H -0.17546 1.80056 0.75048
O -1.64881 -0.39120 -0.40989
H 1.40406 2.22317 -1.82550
H 1.64149 1.35061 -3.32605
H -1.87868 1.19766 2.15692
N -1.21460 0.43652 2.02193
C 1.17291 1.28871 -2.34824
H -1.83177 -0.34846 1.72266
H 2.27525 -0.58243 -2.05565
C -0.48894 -0.04573 -0.26430
*
```

Values from the calculation:
Frontier orbital gap   0.3871 Eh
ΔE to the lowest compared entry with this formula, charge and spin   197.0 kJ/mol
Highest occupied orbital energy   -13.87 eV


Record 5
This record from the Open Molecules 2025 dataset describes the ion C4H13N2O2 with charge +1. The level of theory is ωB97M-V/def2-TZVPD.

```
! wB97M-V def2-TZVPD RIJCOSX def2/J DEFGRID3
* xyz 1 1
H -0.93012 0.46920 1.78390
H -1.33525 1.66112 -0.88066
H 0.55436 1.19949 -2.57456
H 1.64516 0.09930 -1.78122
C -0.37133 -0.94701 0.23320
N -0.97123 -0.54298 1.64048
H 2.21546 -0.20310 0.63464
H 1.48103 1.30195 1.41564
C 1.61645 0.72936 0.45383
C 0.51900 0.29785 -1.90178
H -0.07817 -0.50792 -2.23409
N -0.87275 1.31255 -0.03309
H -0.73289 2.26653 0.48484
H -0.50845 -1.01674 2.37609
H -2.15012 -0.96049 -0.93711
H -1.88142 -0.83137 1.73184
H 2.26927 1.37132 -0.22455
C 0.29408 0.47411 -0.35873
O 0.49752 -1.94447 0.47192
O -1.46965 -1.44593 -0.47323
H 0.20906 -2.78275 0.17265
*
```

Values from the calculation:
Frontier orbital gap   0.3983 Eh
ΔE to the lowest compared entry with this formula, charge and spin   288.6 kJ/mol
Highest occupied orbital energy   -13.92 eV


Record 6
This record from the Open Molecules 2025 dataset describes a cluster of 2 separate species, C4H13N2O2 in total. The level of theory is ωB97M-V/def2-TZVPD.

```
! wB97M-V def2-TZVPD RIJCOSX def2/J DEFGRID3
* xyz 1 1
H 2.94865 3.08702 0.69280
H -2.50647 0.64472 -0.05114
H -0.27426 -1.44024 -0.71327
H -2.45902 -3.16519 2.09508
N -0.81410 -0.85831 -0.10951
H -2.56606 -0.84166 -1.28758
H 3.57697 1.56560 0.99636
H -0.33719 1.00067 1.08603
H 0.76049 -0.39766 1.38162
H -1.54135 0.59365 -1.48601
C 2.61302 2.03316 0.75673
O -2.93419 -2.65672 1.48986
H -3.85460 -2.80176 1.49939
C 0.13894 0.11711 0.57126
H -1.20659 -1.59880 0.57010
H 2.42458 1.95132 -1.26553
H 1.85727 1.83097 1.63063
C 1.12976 0.58986 -0.59052
C -2.00575 -0.10070 -0.73768
N 2.07243 1.46639 -0.44899
O 0.82338 0.09150 -1.64456
*
```

Values from the calculation:
Frontier orbital gap   0.3974 Eh
ΔE to the lowest compared entry with this formula, charge and spin   231.5 kJ/mol
Highest occupied orbital energy   -13.69 eV


Record 7
This record from the Open Molecules 2025 dataset describes an isolated molecule of C4H13N2O2P. The level of theory is ωB97M-V/def2-TZVPD.

```
! wB97M-V def2-TZVPD RIJCOSX def2/J DEFGRID3
* xyz 0 1
H -2.30286 2.07061 0.44177
N 0.06400 -1.46904 0.78520
H -3.89433 1.08518 0.17036
H -2.86991 1.32434 -1.02719
C 0.86057 -2.50291 0.08940
N -2.11305 0.02985 0.42745
H 0.51541 -3.58037 0.30230
C 2.53294 0.85727 -0.54127
H 2.90667 1.66585 -1.10528
H -2.46333 -0.87554 0.16890
H 1.91790 -2.38208 0.57022
O 1.71393 0.95632 0.65061
H 0.17874 2.19450 -0.28511
H 3.36357 0.36849 -0.23168
H 1.90290 0.12006 -1.13085
C -2.83270 1.25548 0.03469
H 0.56894 -1.07879 1.55540
C 0.41638 1.44758 0.47809
H -0.13518 1.53820 1.34285
H 0.75007 -2.18754 -0.88264
P -0.52356 -0.21474 -0.19673
O -0.55711 -0.62271 -1.61649
*
```

Values from the calculation:
Frontier orbital gap   0.3610 Eh
ΔE to the lowest compared entry with this formula, charge and spin   189.3 kJ/mol
Highest occupied orbital energy   -8.99 eV


Record 8
This record from the Open Molecules 2025 dataset describes a cluster of 2 separate species, C4H13N2O3 in total. The level of theory is ωB97M-V/def2-TZVPD.

```
! wB97M-V def2-TZVPD RIJCOSX def2/J DEFGRID3
* xyz 1 1
H -2.56288 0.13781 -1.39437
H -1.26278 0.19384 1.22577
H -2.35104 2.21697 0.05195
O -1.44003 1.91053 0.11702
C -1.98576 -0.41820 -0.64895
H 0.35203 -0.12312 -1.16933
H 0.57069 2.38227 -1.09929
C 1.20561 -0.20903 0.92560
H -2.73887 -1.01668 -0.12957
H 1.04106 -2.95936 -1.55057
O 1.31991 -2.02396 -1.59887
O 2.33591 0.26452 1.02923
C -1.13009 0.53207 0.18713
N 0.79234 -1.03082 1.92949
H 0.77194 2.28779 0.57721
H -0.10010 -1.51225 2.00944
C 0.35069 0.36084 -0.19718
H 1.55619 -1.59169 2.29276
H 1.78686 -1.80114 -0.78933
H 1.99210 1.75893 -0.23229
N 0.97347 1.83044 -0.31695
H -1.47724 -1.18978 -1.21891
*
```

Values from the calculation:
Frontier orbital gap   0.4256 Eh
ΔE to the lowest compared entry with this formula, charge and spin   160.6 kJ/mol
Highest occupied orbital energy   -14.78 eV


Record 9
This record from the Open Molecules 2025 dataset describes a cluster of 3 separate species, C4H13N2O4 in total. The level of theory is ωB97M-V/def2-TZVPD.

```
! wB97M-V def2-TZVPD RIJCOSX def2/J DEFGRID3
* xyz -1 1
H -0.94084 -2.92376 0.89334
O 0.74781 0.94009 -3.17396
H 1.11453 -0.65630 -0.47504
C -1.43628 0.32313 -0.36217
O -0.49373 1.30528 3.56960
H -1.04785 -1.33382 1.68777
H -2.48466 0.54949 -0.53419
N 1.41334 0.07234 -1.15794
H -2.33655 -1.61963 -0.67051
H -0.58303 1.78385 2.74774
O 0.69228 -1.70698 0.71453
C -0.69065 -1.86723 0.79686
H 2.26322 0.03841 -1.63783
C -1.33217 -1.25610 -0.43658
H -0.59040 -1.42005 -1.21542
H -1.28020 1.41024 -2.19190
N -0.74072 0.93392 -1.49558
H -0.93378 0.59743 0.56715
O 1.34067 0.41444 1.92121
C 0.48977 0.61863 -2.01014
H 0.98623 -0.51225 1.53369
H 0.02523 0.52821 3.32591
H 1.99494 0.53126 1.22392
*
```

Values from the calculation:
Frontier orbital gap   0.3081 Eh
ΔE to the lowest compared entry with this formula, charge and spin   127.6 kJ/mol
Highest occupied orbital energy   -4.67 eV


Record 10
This record from the Open Molecules 2025 dataset describes an isolated molecule of C4H13N2OPS. The level of theory is ωB97M-V/def2-TZVPD.

```
! wB97M-V def2-TZVPD RIJCOSX def2/J DEFGRID3
* xyz 0 1
S -1.51689 -1.69004 1.59065
N -2.57892 0.13923 -0.78131
H -0.55872 2.44700 2.03692
H 1.74944 -0.16930 -1.61403
H 0.88198 -2.72212 -1.41362
O -0.89106 1.07457 0.61413
H -2.74506 -0.59609 -1.50097
H 1.62766 0.62589 0.94805
C 0.68690 -2.11212 -0.52093
C 1.28508 1.57827 1.51594
H 0.19196 0.88782 -2.03710
C -0.18762 1.45567 1.84773
H 0.50011 -0.54845 -2.88232
H 1.60663 -1.98576 0.00156
H -2.34632 1.00210 -1.20958
H 1.99196 1.58935 2.32301
H 0.01528 -2.59311 0.23314
P -1.26418 -0.40171 0.17660
C 0.60652 -0.19862 -1.87781
H 1.39605 2.35752 0.75512
N -0.09558 -0.97349 -0.87514
H -0.35524 0.83339 2.66996
*
```

Values from the calculation:
Frontier orbital gap   0.3460 Eh
ΔE to the lowest compared entry with this formula, charge and spin   0.0 kJ/mol
Highest occupied orbital energy   -8.66 eV


Record 11
This record from the Open Molecules 2025 dataset describes the ion C4H13N2S with charge +1. The level of theory is ωB97M-V/def2-TZVPD.

```
! wB97M-V def2-TZVPD RIJCOSX def2/J DEFGRID3
* xyz 1 1
H 0.22240 -0.81429 1.59191
H 0.62921 -2.58214 1.14883
H -0.84535 1.45628 -1.64765
H 0.82853 1.90535 -1.66949
H 1.46857 -1.81907 -0.90462
C 0.10997 1.35407 -1.12611
H -0.62416 3.50666 1.86974
S -1.34041 2.98070 0.85153
C 1.23710 -0.99726 -0.26719
H -0.92179 -0.63873 -0.50461
C -0.05565 1.66811 0.35361
N -1.03299 -1.66786 0.18493
N 0.39459 -0.10997 -1.14091
H -0.85836 -2.45306 -0.51573
H 0.80738 1.59021 1.07437
H 2.03953 -0.52282 0.42077
H -0.67168 0.82849 0.71539
H -1.81858 -1.49651 0.78635
C 0.35164 -1.57724 0.81366
H 0.08004 -0.61091 -2.03479
*
```

Values from the calculation:
Frontier orbital gap   0.3315 Eh
ΔE to the lowest compared entry with this formula, charge and spin   309.5 kJ/mol
Highest occupied orbital energy   -12.45 eV


Record 12
This record from the Open Molecules 2025 dataset describes the ion C4H13N2S with charge +1. The level of theory is ωB97M-V/def2-TZVPD.

```
! wB97M-V def2-TZVPD RIJCOSX def2/J DEFGRID3
* xyz 1 1
H -0.59941 2.44148 0.11287
C 0.61956 1.18719 -1.21052
H 1.45011 -2.29999 -1.15353
H -1.43767 -2.30404 1.62896
N -0.36989 1.39964 -0.07126
S 1.95378 -1.37488 -1.91860
H 0.13937 1.32819 2.03116
C 0.54505 -0.12093 -1.89545
H -0.63706 -0.57606 2.76239
C -0.89100 -0.39375 1.71967
H 1.24061 0.33381 1.01738
H -1.30269 1.00177 -0.37027
H 0.25488 1.93613 -2.01068
H 0.41843 -0.20428 -2.95825
H -0.48058 -0.50864 -1.63879
H -1.87201 0.03074 1.67655
C 0.17088 0.62533 1.15182
N -0.88864 -1.67247 1.01340
H 1.62538 1.40247 -0.88703
H 0.06091 -2.23172 1.00018
*
```

Values from the calculation:
Frontier orbital gap   0.3482 Eh
ΔE to the lowest compared entry with this formula, charge and spin   244.2 kJ/mol
Highest occupied orbital energy   -12.89 eV